[1]
Formula: C16H34ClO12S
Source: OMol25
Level of theory: ωB97M-V/def2-TZVPD

Geometry (Å):
C  1.5252  -1.2090  -0.6620
C  0.5792  -1.9630  -1.6134
C  -0.5184  -2.7741  -0.8843
Cl  -0.7450  -4.3733  -1.6241
S  -2.0869  -1.8165  -0.8850
C  -3.4667  -2.8731  -1.2885
H  1.1307  -1.1217  0.3494
H  1.7547  -0.2221  -1.0630
H  2.4734  -1.7446  -0.5959
H  0.1123  -1.2931  -2.3402
H  1.1455  -2.6863  -2.2000
H  -0.2692  -2.9388  0.1655
H  -1.9431  -1.1075  -2.0188
H  -4.2529  -2.2034  -1.6455
H  -3.2123  -3.5990  -2.0554
H  -3.7983  -3.3590  -0.3719
C  1.0751  2.6626  -5.8646
O  0.4689  1.3952  -5.5687
C  1.2226  0.3462  -5.8859
O  2.3236  0.3767  -6.3583
O  0.5401  -0.7638  -5.5758
C  1.2401  -1.9777  -5.8686
H  0.3549  3.4145  -5.5586
H  2.0013  2.7816  -5.3063
H  1.2739  2.7488  -6.9302
H  2.1671  -2.0323  -5.2999
H  1.4546  -2.0568  -6.9317
H  0.5781  -2.7865  -5.5703
C  -6.6219  -0.1175  4.9170
O  -6.4155  0.3346  3.5687
C  -5.1943  0.1577  3.1065
O  -4.2691  -0.3490  3.6869
O  -5.1488  0.6108  1.8471
C  -3.8390  0.6861  1.2956
H  -7.6608  0.0969  5.1429
H  -6.4351  -1.1864  4.9918
H  -5.9717  0.4230  5.6009
H  -3.3370  -0.2786  1.3447
H  -3.2417  1.4298  1.8221
H  -3.9695  0.9975  0.2615
C  -1.2657  -0.8604  3.9900
O  0.0316  -0.2507  3.9869
C  0.9973  -1.0397  3.5313
O  0.8452  -2.1565  3.0970
O  2.1473  -0.3826  3.6031
C  3.2953  -1.1084  3.1445
H  -1.9641  -0.1183  4.3530
H  -1.5432  -1.1578  2.9797
H  -1.2729  -1.7313  4.6420
H  3.1842  -1.3793  2.0968
H  3.4475  -2.0016  3.7462
H  4.1371  -0.4335  3.2618
C  2.2063  2.5607  2.1081
O  3.0681  2.3965  0.9763
C  3.9102  3.4146  0.7785
O  3.9803  4.4050  1.4523
O  4.6511  3.1379  -0.2917
C  5.6110  4.1517  -0.6176
H  1.5926  1.6669  2.1451
H  2.7813  2.6408  3.0279
H  1.5759  3.4402  1.9884
H  6.3127  4.2903  0.2020
H  5.1124  5.0934  -0.8369
H  6.1342  3.7927  -1.4983

Forces on atoms 1 to 3 (eV/Å):
C 0.2 -0.1 -0.3
C -0.1 0.0 0.2
C 0.5 -0.5 -0.6

The net charge is +1. For the HOMO energy, the calculation gives -12.671 eV. For the LUMO energy, the calculation gives -3.5 eV.

[2]
Formula: C16H34CuO3P2S
Source: OMol25
Level of theory: ωB97M-V/def2-TZVPD

Geometry (Å):
P  0.2747  -1.5357  -1.3361
P  0.6689  1.6565  -0.7267
C  0.5234  -0.3300  -2.7248
C  1.3622  0.8379  -2.2268
H  -0.4494  0.0011  -3.1345
H  1.0747  -0.8813  -3.5041
H  2.3599  0.5048  -1.9176
H  1.4528  1.6058  -2.9974
C  0.0433  3.1815  -1.7147
H  -0.3084  3.9601  -1.0204
H  -0.8022  2.9116  -2.3704
H  0.8444  3.6168  -2.3400
C  1.9633  2.5166  0.1688
H  2.3470  3.3547  -0.4260
H  2.8266  1.8354  0.3461
H  1.4903  2.8605  1.1002
C  -0.7199  -2.6648  -2.4273
H  -0.8765  -3.6567  -1.9823
H  -0.2301  -2.7671  -3.4064
H  -1.7006  -2.1997  -2.5700
C  1.7347  -2.5820  -1.2333
H  2.6202  -1.9547  -1.1033
H  1.8292  -3.1875  -2.1419
H  1.6444  -3.2650  -0.3833
Cu  2.6004  0.1825  0.6035
C  -2.2132  0.9215  -0.8393
C  -2.6282  -0.1306  -1.5847
C  -3.8120  -0.8405  -1.0347
C  -3.6322  -1.9281  0.0780
C  -2.3137  -2.5378  0.0947
C  -1.1296  -1.8673  0.2732
C  -1.0198  -0.5614  1.0807
C  -1.8560  0.6618  0.6428
C  3.4339  -1.3720  1.5405
H  -1.7655  1.8172  -1.3084
H  -2.4098  -0.1833  -2.6471
H  -4.3019  -1.3263  -1.8812
H  -4.4711  -0.0480  -0.6217
H  -3.8312  -1.4735  1.0663
H  -4.3504  -2.7514  -0.1112
H  -2.2598  -3.6119  0.1973
H  -0.2994  -2.5241  0.6096
H  0.0295  -0.2191  1.1057
H  -1.2413  -0.7871  2.1389
H  -2.8415  0.6541  1.1457
H  -1.3919  1.5590  1.1185
H  4.4267  -1.4091  1.0263
H  2.8470  -2.3093  1.3649
H  3.5527  -1.1170  2.6361
C  1.3011  3.0726  4.3353
S  1.4358  1.2921  3.9865
O  2.6809  0.9212  4.6642
O  0.1981  0.7613  4.5774
O  1.5041  1.0388  2.5245
H  1.5102  3.2263  5.4028
H  0.2778  3.4003  4.1436
H  1.9971  3.6705  3.7435

Forces on atoms 1 to 3 (eV/Å):
P -2.2 -1.5 -2.2
P -1.3 1.0 -1.5
C 0.6 0.7 0.6

The spin multiplicity is 2. For the HOMO energy (spin up / spin down), the calculation gives -7.368 / -7.303 eV. For the LUMO energy (spin up / spin down), the calculation gives -0.6 / -2.5 eV.

[3]
Formula: C16H34F2InNO16S6
Source: OMol25
Level of theory: ωB97M-V/def2-TZVPD

Geometry (Å):
In  12.9585  -24.2782  24.4646
N  14.5925  -23.7816  26.7078
S  14.7953  -24.4725  28.0819
O  14.3150  -23.7400  29.2341
O  16.0211  -25.2127  28.2188
F  13.6908  -25.5941  27.9153
S  15.6391  -22.4672  26.9278
O  16.9813  -22.8422  26.5911
O  15.4187  -21.5125  27.9643
F  15.1120  -21.7329  25.6066
C  8.9981  -22.1735  29.3634
C  10.3301  -21.4392  29.5882
C  11.5020  -22.3654  29.3832
S  10.8378  -23.6955  28.2632
O  10.7991  -24.9753  28.9183
O  11.5228  -23.6151  26.9772
C  9.1351  -22.9750  28.0775
H  8.1880  -21.4456  29.3030
H  8.7262  -22.7732  30.2330
H  10.3634  -20.8539  30.5106
H  10.3786  -20.6094  28.8734
H  11.9741  -22.9900  30.1450
H  12.3628  -22.0402  28.7963
H  8.4589  -23.8149  27.9227
H  9.0468  -22.3766  27.1718
C  16.4607  -18.5473  26.1724
C  16.2027  -17.4391  25.1333
C  17.5001  -17.0231  24.4097
S  18.6880  -18.4762  24.6318
O  19.7061  -17.9897  25.5300
O  19.0738  -19.0255  23.3703
C  17.4303  -19.5161  25.5328
H  15.5376  -19.0283  26.4991
H  16.9313  -18.1376  27.0703
H  15.6605  -16.5900  25.5471
H  15.5496  -17.8420  24.3531
H  17.9605  -16.1299  24.8266
H  17.4645  -16.9414  23.3240
H  17.9251  -20.3185  26.0774
H  16.9293  -20.0060  24.6884
C  9.9017  -27.8383  28.3244
C  9.2322  -28.7101  27.2483
C  10.0381  -28.5346  25.9560
S  11.6822  -27.8788  26.3616
O  11.8223  -26.5269  25.8552
O  12.6487  -28.8819  25.9845
C  11.4222  -27.8930  28.1672
H  9.5534  -28.1207  29.3180
H  9.5334  -26.8158  28.1946
H  8.1949  -28.4341  27.0839
H  9.3588  -29.7450  27.5647
H  9.5914  -27.9019  25.1891
H  10.1312  -29.5265  25.5159
H  11.9275  -27.0495  28.6324
H  11.7618  -28.8248  28.6181
C  13.8507  -18.6966  29.8849
C  12.9949  -17.9974  28.7972
O  13.7910  -16.8970  28.3690
S  15.0567  -16.6577  29.3416
O  14.6494  -15.8712  30.4576
O  16.2263  -16.2720  28.5930
O  15.1829  -18.2450  29.6804
H  13.7590  -19.7769  29.9243
H  13.5372  -18.3204  30.8618
H  12.0860  -17.6712  29.2981
H  12.7933  -18.6241  27.9325
C  20.4811  -26.2686  27.8477
C  19.2091  -25.4380  27.8035
O  19.0779  -24.6475  26.6690
O  20.5105  -27.2070  26.7681
H  20.4999  -26.8467  28.7746
H  21.3464  -25.6043  27.7593
H  19.0419  -24.8538  28.7207
H  18.3745  -26.1649  27.8554
H  18.2568  -24.1169  26.7093
H  19.7342  -26.9826  26.2301

Forces on atoms 1 to 3 (eV/Å):
In -0.4 -0.4 0.7
N 1.8 3.0 0.0
S -2.0 -3.8 4.5

The net charge is +2. For the HOMO energy, the calculation gives -14.615 eV. For the LUMO energy, the calculation gives -13.1 eV.

[4]
Formula: C16H34HgOP2
Source: OMol25
Level of theory: ωB97M-V/def2-TZVPD

Geometry (Å):
P  -0.4451  -1.2636  -1.8928
P  0.3776  2.1469  -0.8697
C  0.0985  0.1879  -2.9434
C  1.0484  1.2153  -2.3080
H  -0.8218  0.6766  -3.3100
H  0.6051  -0.2250  -3.8270
H  2.0083  0.7466  -2.0578
H  1.2731  1.9944  -3.0477
C  -0.6187  3.4621  -1.6084
H  -1.1325  4.0315  -0.8223
H  -1.3604  3.0491  -2.3057
H  0.0505  4.1420  -2.1564
C  1.5818  2.9613  0.1851
H  1.9862  3.8160  -0.3747
H  2.4138  2.2963  0.4494
H  1.1201  3.3326  1.1143
C  -1.9965  -2.1594  -2.5180
H  -1.9612  -3.2309  -2.2628
H  -2.0418  -2.0705  -3.6136
H  -2.9386  -1.7488  -2.1315
C  0.4453  -2.5348  -3.1089
H  1.5095  -2.2938  -3.2535
H  -0.0369  -2.5087  -4.0951
H  0.3668  -3.5553  -2.7091
Hg  0.9419  0.0883  3.9581
C  -0.7848  0.9772  -0.1906
C  -1.5544  -0.1448  -0.8581
C  -2.1960  -1.0291  0.2252
C  -1.2462  -2.1906  0.6582
C  -0.0937  -2.4372  -0.2491
C  0.9559  -1.5646  -0.7788
C  1.3758  -0.4794  0.2221
C  0.2107  0.3315  0.8249
C  1.3004  -1.9369  3.7904
H  -1.5147  1.5812  0.3752
H  -2.3086  0.2778  -1.5389
H  -3.1429  -1.4485  -0.1415
H  -2.4616  -0.4252  1.1035
H  -0.9334  -2.0814  1.7102
H  -1.8552  -3.1106  0.6513
H  0.0425  -3.4963  -0.4905
H  1.8310  -2.0382  -1.2359
H  2.1413  0.1783  -0.2139
H  1.8943  -0.9794  1.0543
H  -0.3584  -0.2770  1.5267
H  0.6327  1.1168  1.4709
H  1.9443  -2.2293  4.6300
H  1.8141  -2.1513  2.8460
H  0.3566  -2.4915  3.8335
C  0.2807  2.6980  5.3072
O  0.7026  2.1163  4.0889
H  1.1322  3.1890  5.8207
H  -0.1945  2.0057  6.0362
H  -0.4438  3.4831  5.0315

Forces on atoms 1 to 3 (eV/Å):
P 1.6 -3.5 -0.4
P -1.5 -0.9 -2.9
C -1.0 0.4 -1.1

For the HOMO energy, the calculation gives -4.606 eV. For the LUMO energy, the calculation gives 0.2 eV.

What relative energy (zero: lowest compared OMol25 entry of this formula, charge and spin) values result from the calculations? In sequence: 0.000; 4.707; 0.000; 1.068 eV.